Density functional theory data (ωB97M-V with the def2-TZVPD basis set) for one molecule with the formula C24H28N4O3S.

```
60
Properties=species:S:1:pos:R:3:forces:R:3
O 5.1319 -0.3699 -0.7917 0.14 0.03 -0.03
C 4.2445 -0.8570 -0.1280 0.40 -0.15 -0.08
N 2.9723 -0.3945 -0.2129 -0.44 0.40 -0.27
C 1.8214 -0.8555 0.4241 -0.36 -0.31 0.21
C 0.7091 -0.0260 0.4955 -0.09 -0.07 0.05
C -0.4692 -0.4646 1.0797 0.34 -0.09 0.10
C -1.6082 0.4982 1.2165 0.08 -0.07 0.12
O -1.4584 1.5563 1.8018 0.16 0.20 0.01
N -2.8001 0.1021 0.7133 -0.23 -0.03 0.03
C -2.9948 -0.9503 -0.2541 0.10 -0.20 -0.53
C -3.3052 -0.3378 -1.6246 0.01 -0.23 0.25
N -4.4825 0.4996 -1.5179 -0.06 -0.04 0.00
C -5.0143 0.9363 -2.8038 0.01 -0.02 0.03
C -4.0786 1.8152 -3.5981 -0.06 -0.02 -0.02
C -4.0805 3.1938 -3.4209 -0.01 -0.06 -0.04
C -3.1760 3.9941 -4.0962 0.02 0.11 0.02
C -2.2553 3.4258 -4.9598 0.05 0.04 -0.04
C -2.2505 2.0547 -5.1512 0.09 -0.04 -0.06
C -3.1557 1.2564 -4.4745 -0.06 0.03 0.01
C -4.2444 1.5823 -0.5814 0.01 -0.13 0.28
C -3.9394 0.9916 0.7948 -0.10 0.47 0.08
C -0.5289 -1.7444 1.6264 -0.05 0.14 -0.07
C 0.5751 -2.5704 1.5714 0.10 0.13 -0.07
C 1.7519 -2.1390 0.9702 0.20 0.04 -0.09
S 3.1218 -3.2324 0.8582 0.22 0.16 -0.20
C 4.5318 -1.9872 0.8504 -0.41 -0.66 -0.06
N 4.9179 -1.5093 2.1218 0.33 0.29 0.26
C 3.9603 -0.7093 2.8657 0.08 0.15 0.36
C 4.6788 -0.0656 4.0537 -0.29 0.16 -0.29
O 5.2611 -1.0331 4.8911 -0.05 -0.09 0.17
C 6.1849 -1.8118 4.1701 0.12 -0.30 -0.21
C 5.5192 -2.5123 2.9857 0.09 0.15 0.24
H 2.8598 0.4208 -0.8048 0.15 -0.15 0.06
H 0.7618 0.9741 0.0903 0.00 0.16 0.00
H -2.1052 -1.5758 -0.3215 -0.14 0.04 0.01
H -3.8464 -1.5611 0.0640 0.08 -0.04 -0.04
H -3.5072 -1.1393 -2.3383 0.04 0.00 -0.04
H -2.4201 0.2271 -1.9698 -0.04 -0.07 0.00
H -5.9456 1.4711 -2.5983 0.00 -0.04 -0.08
H -5.2540 0.0341 -3.3738 -0.05 0.08 -0.02
H -4.8019 3.6453 -2.7545 -0.08 0.04 0.08
H -3.1903 5.0640 -3.9480 0.00 0.09 0.01
H -1.5480 4.0495 -5.4861 0.05 0.05 -0.04
H -1.5405 1.6053 -5.8303 0.05 -0.03 -0.06
H -3.1518 0.1872 -4.6352 -0.01 -0.11 -0.01
H -5.1445 2.1967 -0.5196 0.02 0.06 0.00
H -3.3997 2.2218 -0.8908 -0.07 0.00 0.04
H -3.7004 1.7820 1.5074 -0.08 -0.11 -0.07
H -4.8020 0.4180 1.1470 0.01 0.05 -0.02
H -1.4336 -2.0833 2.1075 -0.12 -0.04 0.03
H 0.5419 -3.5643 1.9899 -0.02 -0.10 0.11
H 5.3627 -2.5664 0.4370 -0.16 0.16 -0.05
H 3.5604 0.0794 2.2281 -0.03 0.00 0.05
H 3.1282 -1.3282 3.2393 0.03 0.07 -0.03
H 3.9696 0.4910 4.6680 0.04 0.02 -0.08
H 5.4535 0.6176 3.6742 -0.08 -0.02 0.04
H 6.5856 -2.5449 4.8717 0.03 0.03 -0.08
H 7.0008 -1.1746 3.7970 -0.03 -0.07 0.04
H 6.2693 -3.0663 2.4190 0.02 -0.04 0.01
H 4.7577 -3.2168 3.3554 0.07 -0.02 -0.01
```
Positions in Å, forces in eV/Å.

Output
* ΔE to the lowest compared entry with this formula, charge and spin: 73.33 kJ/mol
* SMILES: O=C1Nc2cc(C(=O)N3CCN(Cc4ccccc4)CC3)ccc2S[C@@H]1N1CCOCC1
* electronic energy: -1774.3087 Ha
* max |F|: 0.0152 hartree/bohr

Density functional theory data (ωB97M-V with the def2-TZVPD basis set) for one molecule with the formula C24H28N4O4.

```
60
Properties=species:S:1:pos:R:3:forces:R:3
C -5.0679 -0.7509 -1.8739 0.05 0.16 -0.03
C -3.6415 -0.4099 -1.6332 0.01 -0.66 -0.04
C -2.5440 -1.2389 -1.5073 0.17 0.87 0.12
C -2.3241 -2.6425 -1.5526 0.16 -0.18 0.01
N -1.1549 -3.1474 -1.3695 -0.79 -0.78 -0.18
N -0.1053 -2.3508 -1.1376 0.41 0.42 0.06
C 1.1502 -3.0262 -0.8703 0.10 0.20 0.13
C 1.6298 -2.5726 0.5151 0.14 -0.28 -0.08
O 0.8778 -2.6799 1.4664 -0.35 -0.04 0.02
N 2.8891 -2.1004 0.6383 0.26 -0.09 0.15
C 3.7569 -1.7937 -0.4869 0.14 0.05 -0.42
C 5.1202 -1.3078 -0.0113 -0.05 0.27 0.14
C 5.0216 -0.0387 0.8412 -0.26 -0.31 -0.01
C 3.6857 -0.0247 1.6099 0.29 -0.01 -0.12
C 3.2400 -1.4533 1.8903 -0.14 0.18 0.41
O 6.1271 -0.0023 1.7321 -0.04 -0.36 -0.14
C 6.4728 1.3495 1.9408 0.06 0.31 0.03
C 5.7131 2.1178 0.8371 0.06 0.23 0.26
O 5.1699 1.1044 0.0261 -0.05 -0.24 -0.25
C -0.1042 -0.9717 -1.0562 -0.14 0.01 -0.13
O 0.9404 -0.3675 -0.8408 0.12 0.11 0.02
C -1.4095 -0.3987 -1.2614 -0.69 0.13 -0.06
C -1.8569 0.9064 -1.2459 0.57 -0.20 0.06
C -1.0891 2.1535 -1.0125 -0.05 0.07 -0.01
N -3.2000 0.8775 -1.4839 0.30 -0.23 -0.09
C -4.0394 2.0430 -1.4920 -0.26 0.36 0.03
C -4.4975 2.4668 -0.1118 0.01 -0.02 0.01
C -4.2694 1.6860 1.0115 0.03 -0.02 -0.11
C -4.7099 2.1075 2.2552 -0.03 0.02 0.09
C -5.3828 3.3087 2.3870 -0.01 -0.01 0.09
C -5.6147 4.0920 1.2681 -0.04 0.07 -0.03
C -5.1736 3.6734 0.0268 0.03 -0.07 -0.02
H -5.7076 -0.3363 -1.0939 -0.11 -0.03 0.02
H -5.4112 -0.3699 -2.8377 -0.09 -0.03 -0.03
H -5.1816 -1.8311 -1.8765 -0.06 -0.05 0.00
H -3.1176 -3.3501 -1.7386 -0.06 -0.12 -0.01
H 1.8587 -2.7979 -1.6659 -0.02 -0.07 0.06
H 0.9345 -4.0954 -0.8433 0.06 0.17 0.00
H 3.2930 -1.0161 -1.1062 0.03 -0.14 -0.05
H 3.9086 -2.6960 -1.0872 -0.03 0.17 -0.03
H 5.7474 -1.0893 -0.8754 0.03 -0.03 0.04
H 5.6143 -2.0704 0.5902 0.01 -0.03 -0.01
H 2.9333 0.4692 0.9925 -0.05 0.01 0.02
H 3.8012 0.5253 2.5442 -0.01 0.06 0.02
H 2.3477 -1.4691 2.5193 0.23 -0.05 -0.06
H 4.0383 -2.0078 2.3945 -0.08 0.03 0.07
H 7.5577 1.4393 1.8448 -0.10 0.03 0.05
H 6.1709 1.6768 2.9426 0.06 0.00 -0.09
H 4.9186 2.7431 1.2643 0.09 -0.02 -0.05
H 6.3651 2.7332 0.2159 -0.06 0.01 0.08
H -0.0603 1.8796 -0.7952 0.02 0.04 0.01
H -1.4979 2.7138 -0.1709 0.01 0.09 0.04
H -1.1001 2.7977 -1.8934 0.03 0.08 -0.02
H -3.4889 2.8693 -1.9540 -0.09 -0.14 -0.01
H -4.9176 1.8413 -2.1138 0.18 0.02 0.00
H -3.7427 0.7471 0.9257 0.08 -0.11 -0.05
H -4.5235 1.4917 3.1222 0.02 -0.05 0.08
H -5.7249 3.6359 3.3574 -0.03 0.03 0.08
H -6.1379 5.0319 1.3631 -0.04 0.08 0.01
H -5.3527 4.2862 -0.8456 -0.02 0.09 -0.09
```
Positions in Å, forces in eV/Å.

Output
* ΔE to the lowest compared entry with this formula, charge and spin: 282.70 kJ/mol
* SMILES: Cc1c2cnn(CC(=O)N3CCC4(CC3)OCCO4)c(=O)c2c(C)n1Cc1ccccc1
* electronic energy: -1451.3518 Ha
* max |F|: 0.0219 hartree/bohr

Density functional theory data (ωB97M-V with the def2-TZVPD basis set) for one molecule with the formula C24H28N4O5S.

```
62
Properties=species:S:1:pos:R:3:forces:R:3
C -7.3786 -1.2064 -1.7194 0.27 -0.12 0.30
C -6.9044 -2.0409 -0.5379 -0.57 0.09 -0.07
O -5.5250 -1.8097 -0.2553 0.32 -0.06 -0.04
C -5.2339 -0.7395 0.5002 -0.18 0.13 0.10
O -6.0683 0.0087 0.9496 0.02 -0.07 -0.05
C -3.7779 -0.5854 0.7195 0.21 0.03 0.04
C -2.8469 -1.4352 0.1244 -0.14 0.13 0.06
C -1.5000 -1.2401 0.3411 0.08 0.07 0.10
C -1.0561 -0.1985 1.1603 -0.33 -0.03 0.06
N 0.3166 -0.0346 1.3073 0.12 -0.50 -0.12
C 0.9988 0.8555 2.0783 0.18 -0.18 -0.01
O 0.5160 1.5718 2.9234 0.00 0.11 0.20
C 2.5015 0.8276 1.7954 -0.14 0.39 0.41
N 2.8056 0.3726 0.4561 -0.04 0.67 -0.55
C 3.7234 -0.6909 0.3015 0.46 -0.51 -0.23
C 4.9107 -0.5261 -0.4006 0.03 -0.06 0.08
C 5.7660 -1.5977 -0.5710 -0.09 -0.04 0.08
C 5.4759 -2.8462 -0.0320 -0.02 0.02 0.02
C 6.4157 -3.9958 -0.2322 0.00 0.02 -0.06
C 4.2987 -2.9940 0.6881 0.08 0.02 -0.01
C 3.4254 -1.9343 0.8511 -0.05 0.26 -0.05
S 2.8426 1.6461 -0.6731 -0.76 -0.04 -0.13
O 3.7603 2.6561 -0.2315 -0.14 -0.05 0.17
O 3.0451 1.0482 -1.9598 -0.02 -0.08 0.10
C 1.1928 2.2426 -0.5709 0.48 -0.09 -0.19
C 0.6658 3.3050 0.2013 0.01 -0.07 -0.14
C 1.3792 4.1898 1.1531 -0.08 0.10 0.14
N -0.6262 3.4195 -0.0360 -0.01 0.74 0.61
N -0.9485 2.4804 -0.9280 1.05 -0.54 -0.18
C -2.2986 2.3584 -1.3937 -0.44 -0.07 -0.20
C 0.1160 1.7418 -1.2926 -0.12 -0.03 -0.09
C 0.0383 0.6527 -2.2928 -0.04 -0.06 -0.07
C -1.9854 0.6433 1.7696 0.10 0.11 0.09
C -3.3316 0.4480 1.5425 -0.16 -0.26 -0.21
H -8.4126 -1.4501 -1.9451 -0.12 -0.01 -0.06
H -6.7658 -1.4089 -2.5948 0.01 -0.02 -0.10
H -7.3111 -0.1489 -1.4760 -0.04 0.07 -0.01
H -7.4938 -1.8015 0.3532 0.10 -0.13 -0.13
H -6.9742 -3.1087 -0.7557 0.02 0.13 0.07
H -3.1876 -2.2407 -0.5068 0.00 -0.06 -0.04
H -0.7756 -1.8993 -0.1174 0.07 -0.07 -0.05
H 0.8988 -0.5644 0.6659 -0.17 0.24 0.08
H 2.8991 1.8379 1.9434 -0.12 -0.10 0.22
H 2.9766 0.1726 2.5324 -0.03 0.08 -0.15
H 5.1528 0.4417 -0.8074 0.16 0.02 -0.06
H 6.6843 -1.4589 -1.1224 0.11 0.03 -0.07
H 6.4148 -4.3032 -1.2776 0.05 -0.09 -0.04
H 7.4326 -3.7075 0.0275 0.09 -0.05 0.02
H 6.1261 -4.8479 0.3774 0.03 -0.08 0.02
H 4.0539 -3.9515 1.1253 -0.01 -0.09 0.04
H 2.5154 -2.0729 1.4185 -0.12 -0.02 0.04
H 2.4373 4.2189 0.9076 0.00 0.12 0.07
H 0.9547 5.1891 1.1108 0.02 0.08 0.00
H 1.2505 3.8121 2.1679 0.06 0.01 0.06
H -2.3568 2.5676 -2.4635 -0.01 0.01 0.03
H -2.8969 3.0842 -0.8483 0.04 -0.05 -0.03
H -2.6816 1.3550 -1.2021 0.01 0.01 0.02
H 1.0359 0.2603 -2.4686 -0.11 -0.08 -0.08
H -0.3582 1.0350 -3.2331 -0.01 -0.03 -0.09
H -0.6234 -0.1425 -1.9489 -0.04 -0.05 -0.02
H -1.6434 1.4433 2.4040 0.01 0.04 0.02
H -4.0645 1.0959 1.9978 -0.05 0.07 0.05
```
Positions in Å, forces in eV/Å.

Output
* ΔE to the lowest compared entry with this formula, charge and spin: 167.23 kJ/mol
* SMILES: CCOC(=O)c1ccc(NC(=O)CN(c2ccc(C)cc2)S(=O)(=O)c2c(C)nn(C)c2C)cc1
* electronic energy: -1924.8017 Ha
* max |F|: 0.0232 hartree/bohr